--- w ---
A 2-piece molecular cluster, C6H9NO overall. Source: the Open Molecules 2025 dataset; level of theory: the ωB97M-V functional and the def2-TZVPD basis.

E_HOMO: -9.42 eV
lowest unoccupied orbital energy: 0.004 hartree
orbital gap: 9.542 eV

Element x y z (Å)
O  -0.8558  -1.7855  -1.6927
N  -2.4808  -0.3558  -1.3650
C  0.6153  -0.0424  0.0074
C  0.4601  -1.1526  0.8957
C  1.3467  1.2738  0.1500
C  -1.3988  -1.0303  -1.0498
C  -0.7420  -0.4068  0.2491
C  1.8394  1.4868  1.2559
H  1.1173  -0.4606  -1.0449
H  0.6755  -2.1659  0.4553
H  -1.3245  0.2947  1.0781
H  2.0974  2.4256  1.7313
H  -2.8939  -0.0254  -2.7214
H  0.6670  -1.0282  1.8567
H  -2.7059  0.4354  -0.9749
H  1.3764  2.0882  -0.6437
H  2.2064  0.4489  1.8128



--- x ---
C6H9NO as an isolated structure. Source: the Open Molecules 2025 dataset; level of theory: the ωB97M-V functional and the def2-TZVPD basis.

E_HOMO: -9.15 eV
lowest unoccupied orbital energy: 0.003 hartree
orbital gap: 9.245 eV

Element x y z (Å)
O  0.6645  0.7129  -2.1523
N  1.5800  0.3269  0.5174
C  -0.7181  0.8530  -0.0823
C  0.1003  0.4270  1.1980
C  0.0346  -1.0318  1.1537
C  -1.3525  -0.1202  -0.8933
C  0.0756  0.1115  -1.0161
C  0.8463  -0.7367  -0.1361
H  0.6285  2.0512  -1.6161
H  -0.7047  1.9741  -0.1527
H  -0.4441  1.2195  2.0184
H  -1.9785  -0.0278  -1.9031
H  -1.8521  -1.0961  -0.4789
H  2.1973  -0.2657  1.0385
H  0.6231  -1.5317  1.9680
H  -1.0686  -1.3483  1.0731
H  1.3683  -1.5178  -0.5362



--- y ---
One molecule with the formula C6H9NO. Source: the Open Molecules 2025 dataset; level of theory: the ωB97M-V functional and the def2-TZVPD basis.

E_HOMO: -8.07 eV
lowest unoccupied orbital energy: 0.033 hartree
orbital gap: 8.969 eV

Element x y z (Å)
O  -0.3227  0.0288  -0.9256
N  1.6718  0.0575  -0.0127
C  0.9178  1.4734  -0.2511
C  -2.2104  0.6132  -0.1333
C  -2.0303  -0.7711  -0.0850
C  -0.4084  -1.1513  -0.1323
C  1.3423  -1.2856  -0.2461
C  -0.5058  0.9430  0.0172
H  1.4109  2.2721  0.2968
H  1.5026  -1.7259  -1.2619
H  1.6536  -1.6970  0.7191
H  -2.8370  -1.4859  -0.0141
H  2.2978  0.1632  0.9297
H  -0.3492  0.7864  1.1781
H  0.9695  1.7139  -1.3331
H  -2.9751  1.1645  0.2733
H  -0.1275  -1.0991  0.9811



Stability, highest: w



--- w ---
One molecule with the formula C6H9NO. Source: the Open Molecules 2025 dataset; level of theory: the ωB97M-V functional and the def2-TZVPD basis.

E_HOMO: -9.12 eV
lowest unoccupied orbital energy: 0.037 hartree
orbital gap: 10.139 eV

Element x y z (Å)
O  -1.3887  -0.7787  -0.8124
N  1.5759  -0.6403  1.3850
C  0.4569  -0.9091  0.3886
C  -0.8887  1.0372  0.4390
C  0.8356  -0.0972  -0.8640
C  -0.9626  -0.4918  0.5260
C  -0.3824  -0.0987  -1.5798
C  -0.0687  1.1368  -0.8840
H  1.4377  -1.0652  2.2996
H  -0.5445  1.5937  1.3068
H  -0.4694  -0.1993  -2.6368
H  1.4909  0.3792  1.6545
H  0.3206  2.0131  -1.3136
H  0.5302  -1.9704  0.1187
H  -1.6595  -0.8919  1.2274
H  1.6756  -0.3542  -1.4566
H  -1.9587  1.3368  0.2015



--- x ---
One molecule with the formula C6H9NO. Source: the Open Molecules 2025 dataset; level of theory: the ωB97M-V functional and the def2-TZVPD basis.

E_HOMO: -9.20 eV
lowest unoccupied orbital energy: 0.026 hartree
orbital gap: 9.913 eV

Element x y z (Å)
O  -1.0090  1.0211  -1.5566
N  0.9301  -2.2555  -0.7112
C  1.9549  -0.1329  -0.4005
C  0.7828  -1.0620  -0.3358
C  -0.8110  0.9010  -0.2163
C  -0.9019  1.9120  0.6464
C  -0.4700  -0.4761  0.2147
C  -1.2099  -1.1457  1.0926
H  0.0948  -2.8320  -0.6555
H  -1.1267  2.9151  0.3197
H  -0.7430  1.7637  1.6955
H  2.8499  -0.6965  -0.6390
H  1.7858  0.6113  -1.1776
H  -2.1076  -0.7311  1.5193
H  -1.1805  1.9464  -1.7795
H  2.0800  0.3864  0.5471
H  -0.9188  -2.1251  1.4366



--- y ---
One molecule with the formula C6H9NO. Source: the Open Molecules 2025 dataset; level of theory: the ωB97M-V functional and the def2-TZVPD basis.

E_HOMO: -8.98 eV
lowest unoccupied orbital energy: 0.029 hartree
orbital gap: 9.782 eV

Element x y z (Å)
O  1.2505  -1.3125  2.0242
N  1.8577  -0.3572  0.0085
C  -0.5113  -0.1289  0.2589
C  1.1423  0.6149  -0.8593
C  0.0971  1.3573  0.0561
C  -0.0124  -0.2741  -1.2225
C  -1.9279  -0.7123  0.6216
C  0.9624  -0.6534  0.9476
H  -1.7360  -1.8808  1.0261
H  0.6796  1.8681  0.8879
H  2.9340  -0.1428  0.0026
H  -2.2660  -0.1147  1.5020
H  -0.7166  2.1598  -0.3385
H  1.8453  1.0722  -1.6117
H  -0.0259  -1.3468  -1.5804
H  -2.7435  -0.5321  -0.2779
H  -0.8295  0.3830  -1.4452



Stability, highest: x



--- w ---
One molecule with the formula C6H9NO. Source: the Open Molecules 2025 dataset; level of theory: the ωB97M-V functional and the def2-TZVPD basis.

E_HOMO: -9.35 eV
lowest unoccupied orbital energy: 0.028 hartree
orbital gap: 10.112 eV

Element x y z (Å)
O  -0.7789  -0.1428  2.4349
N  -1.1893  1.2065  1.8907
C  0.4111  -1.7914  -0.7706
C  -0.6303  1.4830  0.8407
C  0.4649  0.7408  0.0334
C  0.1980  -0.8387  0.1690
C  -0.6549  -1.0878  1.2966
C  0.6557  1.2347  -1.4506
H  0.7046  -1.6931  -1.9205
H  -0.4082  -2.3424  1.5606
H  0.3239  -2.8017  0.0953
H  -0.0381  0.4199  -2.1229
H  1.3814  0.7334  0.6524
H  0.3918  2.4852  -1.8244
H  -0.8244  2.5134  0.2493
H  -1.7637  -1.1226  0.7507
H  1.7562  1.0035  -1.8845



--- x ---
One molecule with the formula C6H9NO. Source: the Open Molecules 2025 dataset; level of theory: the ωB97M-V functional and the def2-TZVPD basis.

E_HOMO: -8.06 eV
lowest unoccupied orbital energy: 0.023 hartree
orbital gap: 8.689 eV

Element x y z (Å)
O  0.0559  1.7123  1.3206
N  -0.5854  -2.0953  0.7665
C  1.5331  -1.2727  -0.2202
C  0.4553  -0.9858  0.7761
C  -1.2338  -1.0825  0.5035
C  -1.7311  0.2623  0.4608
C  -0.3266  1.0630  0.3473
C  -0.0097  1.4816  -1.0717
H  -2.2179  0.5410  1.3963
H  0.7888  -0.8364  1.7961
H  -0.7191  2.2557  -1.3730
H  0.9972  1.9019  -1.1065
H  2.2694  -0.4652  -0.1975
H  1.1295  -1.3489  -1.2336
H  2.0565  -2.2046  0.0141
H  -2.3705  0.4253  -0.4081
H  -0.0915  0.6482  -1.7708



Stability, highest: x



--- w ---
C6H9NO as an isolated structure. Source: the Open Molecules 2025 dataset; level of theory: the ωB97M-V functional and the def2-TZVPD basis.

E_HOMO: -8.82 eV
lowest unoccupied orbital energy: 0.037 hartree
orbital gap: 9.822 eV

Element x y z (Å)
O  -0.1102  -0.7637  -1.3718
N  0.8736  0.7644  1.3961
C  1.5769  -0.4974  1.0388
C  0.2065  -0.4797  0.0685
C  -1.0717  0.2067  -1.4596
C  -0.8416  -1.1591  0.6860
C  0.3650  0.9492  -0.0313
C  -1.0760  1.1101  -0.5569
H  -1.5511  0.3014  -2.3481
H  -1.6172  2.0074  -0.7606
H  1.2154  1.4782  -0.6627
H  -0.7729  -2.3273  1.1289
H  1.8010  -1.1824  1.6967
H  1.4861  1.4261  1.9066
H  2.3495  -0.0981  0.1561
H  -1.4629  -0.4604  1.6755
H  -1.6364  -1.1655  -0.0639



--- x ---
One molecule with the formula C6H9NO. Source: the Open Molecules 2025 dataset; level of theory: the ωB97M-V functional and the def2-TZVPD basis.

E_HOMO: -9.59 eV
lowest unoccupied orbital energy: 0.031 hartree
orbital gap: 10.438 eV

Element x y z (Å)
O  2.1974  0.2578  1.0049
N  1.6002  2.2827  0.2549
C  1.4552  0.9150  0.3517
C  -1.3524  -0.8535  0.9064
C  -0.2541  -0.8364  -0.2257
C  0.2373  0.4569  -0.5130
C  -2.4491  -1.6229  -1.3461
C  -1.6236  -1.1011  -0.4720
H  0.3655  -1.7641  -0.3515
H  0.9031  2.9677  -0.1300
H  -0.6597  1.1598  -0.2739
H  -1.6243  0.1398  1.3140
H  0.4940  0.4493  -1.5453
H  -3.4314  -1.9584  -0.9591
H  -1.2787  -1.7305  1.6180
H  -2.0604  -1.8085  -2.3845
H  2.4314  2.7555  0.6814



Stability, highest: x